Below is a structure of composition Cl6HgO24 in a non-equilibrium geometry, with properties calculated with ωB97M-V/def2-TZVPD.

## Properties
Energy relative to the best compared isomer or geometry (same formula, charge and spin) in eV: 0.367
Net charge: -4
LUMO energy in eV: 7.398
Largest force on an atom in eV/Å: 14.4
HOMO energy in Ha: 0.0398
Orbital gap in eV: 6.3
Molar mass in g mol⁻¹: 797.3

Geometry (Å):
Hg (-0.355, 0.087, 0.211)
Cl (-0.704, -1.640, -2.871)
O (-0.244, -2.798, -2.186)
O (-1.419, -0.800, -1.948)
O (0.435, -0.965, -3.580)
O (-1.767, -2.146, -3.743)
Cl (0.894, 2.833, -2.666)
O (-0.299, 2.329, -3.272)
O (1.044, 1.972, -1.466)
O (1.898, 2.833, -3.702)
O (0.566, 4.068, -2.456)
Cl (-2.321, 3.433, 0.550)
O (-1.170, 2.629, 0.965)
O (-3.515, 2.796, 0.944)
O (-2.157, 4.724, 1.112)
O (-2.277, 3.464, -0.932)
Cl (1.308, -1.079, 3.796)
O (2.565, -0.610, 4.291)
O (1.465, -2.348, 3.376)
O (0.307, -1.151, 4.886)
O (0.789, -0.317, 2.735)
Cl (-2.607, -1.752, 1.839)
O (-2.228, -1.870, 3.230)
O (-1.317, -1.930, 1.111)
O (-3.690, -2.507, 1.296)
O (-2.886, -0.379, 1.471)
Cl (3.554, -1.801, -0.584)
O (2.170, -1.135, -0.311)
O (4.608, -1.183, 0.065)
O (3.436, -3.107, -0.157)
O (3.914, -1.653, -2.004)

=====

Below is a structure of composition ClCuF4N2O8S4 in a non-equilibrium geometry, with properties calculated with ωB97M-V/def2-TZVPD.

## Properties
Energy relative to the best compared isomer or geometry (same formula, charge and spin) in eV: 0.000
Net charge: -2
LUMO energy in eV: 5.022
Largest force on an atom in eV/Å: 4.3
HOMO energy in Ha: -0.1008
Orbital gap in eV: 7.8
Molar mass in g mol⁻¹: 459.3

Geometry (Å):
Cu (-0.621, -0.524, 0.120)
Cl (-3.016, -1.615, 0.342)
N (-0.918, 0.976, -1.404)
S (-1.930, 2.284, -1.335)
O (-3.133, 2.011, -0.651)
O (-1.903, 3.179, -2.438)
F (-1.061, 3.066, -0.253)
S (-0.813, 0.575, -2.909)
O (0.335, 1.045, -3.625)
O (-2.036, 0.550, -3.641)
F (-0.452, -0.971, -2.717)
N (0.931, -1.013, 1.495)
S (1.674, -0.070, 2.622)
O (2.703, 0.738, 2.064)
O (1.881, -0.617, 3.913)
F (0.477, 0.943, 2.833)
S (1.881, -2.270, 1.536)
O (1.717, -3.119, 2.670)
O (3.186, -2.093, 0.989)
F (1.098, -3.073, 0.388)

=====

Below is a structure of composition ClF2Mg in a non-equilibrium geometry, with properties calculated with ωB97M-V/def2-TZVPD.

## Properties
Energy relative to the best compared isomer or geometry (same formula, charge and spin) in eV: 7.206
Net charge: -1
LUMO energy in eV: 0.125
Largest force on an atom in eV/Å: 2.2
HOMO energy in Ha: -0.2444
Orbital gap in eV: 6.8
Molar mass in g mol⁻¹: 97.8

Geometry (Å):
Mg (-0.043, -0.038, 0.121)
F (1.989, -2.034, 1.028)
F (1.146, 2.748, 0.123)
Cl (-3.093, -0.675, -1.272)